[1]
A structure of composition C7H15NiO4 in a non-equilibrium geometry. Source: the OMol25 dataset; level of theory: ωB97M-V/def2-TZVPD.

Positions of all 27 atoms, in Å:
C 2.57 -2.22 -0.20
O 2.11 -1.05 -0.67
C 2.67 0.17 -0.13
H 0.13 -2.71 -1.09
H 3.03 -2.22 0.80
H 2.97 0.81 -0.98
H 3.60 -0.10 0.40
Ni 1.30 0.95 1.13
C -0.70 -2.17 -1.63
O -1.39 -1.40 -0.68
C -1.88 -0.17 -1.14
C -0.92 0.99 -0.91
O -0.51 1.08 0.44
C -1.31 1.89 1.32
C -0.76 1.68 2.73
O 0.63 1.74 2.75
H -1.39 -2.86 -2.15
H -0.18 -1.57 -2.39
H -2.82 0.01 -0.61
H -2.10 -0.21 -2.22
H 0.00 0.87 -1.51
H -1.40 1.93 -1.22
H -2.36 1.59 1.25
H -1.20 2.94 1.00
H -1.22 2.45 3.37
H -1.13 0.70 3.09
H 2.27 -3.10 -0.77

Computed properties:
* orbital gap (alpha / beta): 0.2704 / 0.3070 hartree
* spin multiplicity: 4
* lowest unoccupied orbital energy (alpha / beta): 0.7 / -0.4 eV
* HOMO energy (alpha / beta): -6.61 / -8.72 eV

[2]
A structure of composition C7H15O13Y in a non-equilibrium geometry. Source: the OMol25 dataset; level of theory: ωB97M-V/def2-TZVPD.

Positions of all 36 atoms, in Å:
Y 18.07 -9.35 11.47
O 15.85 -9.70 7.73
C 16.50 -9.41 8.87
O 17.71 -9.69 8.98
O 16.03 -8.91 9.88
H 16.63 -10.10 7.34
O 21.03 -12.31 12.25
C 19.90 -11.64 12.04
O 19.36 -10.91 12.89
O 19.40 -11.40 10.94
H 21.39 -12.51 11.38
O 22.07 -9.75 10.40
C 21.44 -8.56 10.62
O 20.20 -8.56 10.71
O 22.16 -7.56 10.76
H 22.98 -9.43 10.43
C 15.94 -11.43 12.79
C 15.41 -10.07 13.15
O 16.50 -9.15 13.19
O 16.57 -11.25 11.52
H 15.15 -12.17 12.67
H 16.67 -11.75 13.54
H 15.01 -10.22 14.15
H 14.66 -9.67 12.47
H 16.33 -8.62 13.98
H 16.35 -12.04 11.01
C 18.81 -6.58 13.28
C 18.38 -5.96 11.90
O 17.45 -6.86 11.31
O 19.03 -7.99 13.26
H 17.95 -6.47 13.94
H 19.74 -6.16 13.65
H 19.23 -5.85 11.22
H 17.95 -4.96 11.97
H 16.73 -6.41 10.85
H 19.52 -8.18 14.07

Computed properties:
* orbital gap (alpha / beta): 0.3392 / 0.1444 hartree
* spin multiplicity: 2
* lowest unoccupied orbital energy (alpha / beta): -2.8 / -8.1 eV
* net charge: +1
* HOMO energy (alpha / beta): -12.02 / -12.00 eV

[3]
A cluster of 2 separate species, C7H15O2 in total in a non-equilibrium geometry. Source: the OMol25 dataset; level of theory: ωB97M-V/def2-TZVPD.

Positions of all 24 atoms, in Å:
C 1.57 1.25 -1.63
C 0.38 2.21 -1.60
C 2.50 1.37 -0.40
O 2.50 2.49 0.17
O 3.20 0.37 -0.10
H 1.35 0.21 -1.88
H 2.20 1.62 -2.45
H -0.33 1.83 -2.35
H 0.64 3.25 -1.77
H -0.21 2.15 -0.69
C -0.82 -1.01 0.65
C 0.21 -1.84 1.42
C -1.84 -1.92 -0.02
C -1.42 0.12 1.49
H -0.29 -0.53 -0.17
H 0.42 -2.79 0.96
H -0.19 -2.08 2.41
H -2.29 -2.69 0.61
H -2.66 -1.37 -0.48
H -1.39 -2.52 -0.82
H -0.73 0.34 2.31
H -1.61 1.01 0.90
H -2.37 -0.18 1.95
H 1.15 -1.29 1.51

Computed properties:
* energy relative to the best compared isomer or geometry (same formula, charge and spin): 0.00 kcal/mol
* orbital gap (alpha / beta): 0.1040 / 0.2942 hartree
* spin multiplicity: 2
* lowest unoccupied orbital energy (alpha / beta): 6.4 / 6.3 eV
* net charge: -2
* HOMO energy (alpha / beta): 3.61 / -1.70 eV

[4]
A cluster of 2 separate species, C7H16BCl5O3PS in total. Source: the OMol25 dataset; level of theory: ωB97M-V/def2-TZVPD.

Positions of all 34 atoms, in Å:
C 0.12 -3.36 -0.77
C 0.81 -2.01 -0.99
Cl 1.47 -1.86 -2.65
C -0.12 -0.80 -0.73
P 0.30 0.14 0.72
C 0.07 1.89 0.45
C 1.16 2.38 -0.54
C 1.84 3.69 -0.09
S 3.64 3.57 0.12
O -0.54 -0.38 1.95
B -0.11 -0.27 3.31
O 1.22 -0.08 3.52
O -1.01 -0.39 4.29
H -0.96 -3.26 -0.68
H 0.49 -3.82 0.15
H 0.35 -4.05 -1.58
H 1.69 -1.95 -0.34
H -0.03 -0.09 -1.56
H -1.16 -1.11 -0.66
H 1.66 -0.03 0.97
H -0.94 2.06 0.07
H 0.16 2.38 1.42
H 1.94 1.62 -0.64
H 0.72 2.49 -1.53
H 1.48 3.98 0.90
H 1.60 4.50 -0.78
H 3.87 2.76 -0.93
H 1.43 0.53 4.24
H -1.93 -0.47 4.00
C -3.86 -1.61 -2.34
Cl -3.70 -0.50 -0.95
Cl -2.43 -1.44 -3.37
Cl -3.94 -3.26 -1.73
Cl -5.31 -1.22 -3.24

Computed properties:
* orbital gap: 0.3380 hartree
* lowest unoccupied orbital energy: -2.9 eV
* net charge: +1
* HOMO energy: -12.08 eV

Electronic energy (computed, a.u.): -2084.7795 -1292.1077 -426.1148 -3567.3130